DFT (ωB97M-V/def2-TZVPD) results for a molecular structure, C52H44ClCsN3O5P.

Values from the calculation:
charge = -2
energy above the lowest of the compared OMol25 structures with the same formula, charge and spin = 7.8 kcal per mole
Kohn-Sham gap = 3.7 eV

Each line ends with the Löwdin charge.
Element x y z (Å)
Cs: -0.33916 -1.04848 -0.30135  1.08
C: -1.63533 -0.46333 3.96270  -0.04
C: -0.95446 -1.77434 4.21249  -0.32
C: -0.32480 -2.03374 5.43224  -0.05
C: 0.26960 -3.26301 5.63865  -0.07
C: 0.21608 -4.21091 4.62877  -0.03
C: -0.42133 -3.86912 3.44100  -0.21
N: -0.98401 -2.68098 3.23470  0.19
C: -0.50132 -4.86511 2.32914  -0.21
C: -0.82982 -6.19100 2.60347  -0.03
C: -0.87840 -7.08877 1.55175  -0.07
C: -0.58856 -6.64061 0.27628  -0.02
C: -0.26864 -5.29649 0.09224  -0.20
N: -0.23554 -4.42770 1.10329  0.20
C: 0.05471 -4.76240 -1.26230  -0.24
C: -0.60588 -5.21665 -2.39093  -0.05
C: -0.33175 -4.59245 -3.60293  -0.06
C: 0.58534 -3.56565 -3.64172  -0.01
C: 1.23502 -3.19326 -2.45930  -0.35
C: 2.15785 -2.01659 -2.42394  -0.06
N: 0.96902 -3.79040 -1.29783  0.11
H: -2.70371 -0.55187 4.17589  0.09
H: -1.56296 -0.18451 2.91134  0.05
H: -1.21596 0.32219 4.59263  0.07
H: -0.29288 -1.26063 6.18928  0.11
H: 0.78010 -3.47924 6.56984  0.10
H: 0.68503 -5.17974 4.73892  0.10
H: -1.06000 -6.49705 3.61544  0.10
H: -1.13553 -8.12677 1.72586  0.10
H: -0.59052 -7.31416 -0.57003  0.10
H: -1.36996 -5.97915 -2.31437  0.10
H: -0.87424 -4.87527 -4.49694  0.11
H: 0.75807 -2.98941 -4.53997  0.11
H: 2.90852 -2.05129 -3.21439  0.09
H: 2.64847 -1.92640 -1.45547  0.07
H: 1.55318 -1.12050 -2.60618  0.04
O: 4.07978 0.26365 -0.21806  -0.01
C: 3.04594 0.72901 0.27413  -0.65
O: 2.15373 0.12546 0.93562  -0.23
C: 2.78288 2.22837 0.08441  -0.12
C: 3.70078 2.97529 -0.64451  -0.03
C: 3.54657 4.34298 -0.80459  -0.11
C: 2.45327 4.97702 -0.23058  -0.11
C: 1.52164 4.23782 0.48454  -0.10
C: 1.66700 2.85905 0.64851  -0.27
P: 0.46278 1.84200 1.62012  1.08
C: 1.40438 1.75859 3.20454  -0.34
C: 1.96485 2.88001 3.81163  -0.10
C: 2.67217 2.76955 5.00092  -0.10
C: 2.83833 1.52555 5.59552  -0.11
C: 2.30384 0.39777 4.98792  -0.09
C: 1.59680 0.51501 3.79924  -0.09
C: -0.81507 3.12367 2.01913  -0.37
C: -1.10793 3.65891 3.27122  -0.09
C: -2.21581 4.48032 3.45939  -0.11
C: -3.05117 4.78533 2.39735  -0.11
C: -2.78311 4.24574 1.14388  -0.09
C: -1.69011 3.41587 0.96538  -0.11
H: 4.53873 2.43717 -1.06962  0.11
H: 4.27423 4.91229 -1.37270  0.09
H: 2.31667 6.04696 -0.34296  0.09
H: 0.67180 4.74713 0.92047  0.09
H: 1.85696 3.85036 3.33938  0.11
H: 3.10386 3.65345 5.45623  0.09
H: 3.39838 1.43390 6.51912  0.09
H: 2.45038 -0.58191 5.42742  0.09
H: 1.22224 -0.36867 3.29993  0.10
H: -0.47368 3.43032 4.11838  0.09
H: -2.42433 4.87817 4.44627  0.09
H: -3.91587 5.42121 2.54539  0.09
H: -3.44147 4.45164 0.30862  0.10
H: -1.51557 2.96728 -0.00876  0.11
C: -3.58494 -0.83506 1.12176  -0.13
C: -3.63811 -1.23181 -0.20444  -0.48
C: -3.86897 -0.31698 -1.29065  -0.11
C: -3.84507 -0.71069 -2.60816  -0.15
C: -3.60367 -2.03728 -2.98690  -0.16
C: -3.37959 -2.95308 -1.95718  -0.16
C: -3.39015 -2.58555 -0.62735  -0.15
H: -3.38426 -1.56202 1.89877  0.00
H: -3.77134 0.19460 1.40793  0.01
H: -4.04892 0.72687 -1.04788  0.09
H: -4.01260 0.03970 -3.37590  0.08
H: -3.54101 -2.32562 -4.02796  0.07
H: -3.17767 -3.99176 -2.20578  0.08
H: -3.19887 -3.33314 0.13900  0.09
C: 0.33157 3.66161 -3.15343  -0.02
C: 1.12052 3.10906 -4.30536  -0.16
C: 2.49111 3.34296 -4.38271  -0.06
C: 3.23082 2.86384 -5.44636  -0.66
Cl: 4.95056 3.20349 -5.51751  0.60
C: 2.64324 2.12664 -6.45708  -0.12
C: 1.28413 1.87466 -6.38133  0.00
C: 0.52239 2.36183 -5.32657  -0.25
O: -0.82270 2.13092 -5.38628  -0.05
C: -1.44246 1.41464 -4.29404  -0.09
C: -0.52092 0.33981 -3.67934  -0.68
O: -0.15846 -0.57913 -4.43357  -0.01
O: -0.21110 0.51784 -2.47129  -0.29
H: 0.91636 4.40241 -2.60991  0.07
H: 0.07012 2.85371 -2.46463  0.07
H: -0.59335 4.12415 -3.50495  0.09
H: 2.97780 3.90427 -3.59561  0.09
H: 3.24051 1.74137 -7.27233  0.09
H: 0.78446 1.27060 -7.12630  0.12
H: -2.30864 0.92955 -4.74059  0.11
H: -1.77086 2.11609 -3.52725  0.10